[1]
A single C17H28N2O4S molecule, computed with wB97M-V/def2-TZVPD.

Computed properties:
Total charge: 0
Frontier orbital gap (eV): 9.94
SMILES string: Cc1ccc(S(=O)(=O)NCCCCCC(=O)NC(C)(C)CO)cc1
Relative energy (zero: lowest compared OMol25 entry of this formula, charge and spin) (kcal per mole): 0.0
E_LUMO (eV): 0.54

Atoms and positions in Å:
C 2.0703 2.0276 -5.7518
C 1.6036 1.1776 -4.6120
C 0.3188 0.6415 -4.6038
C -0.1027 -0.1600 -3.5590
C 0.7630 -0.4264 -2.5153
S 0.1544 -1.4837 -1.2183
O -0.1468 -2.7718 -1.7612
O 1.0638 -1.4308 -0.0878
N -1.2748 -0.7137 -0.8030
C -2.4537 -1.5569 -0.7039
C -2.4706 -2.3999 0.5716
C -2.7921 -1.5704 1.8188
C -2.2016 -2.1653 3.0981
C -0.6892 -1.9401 3.1951
C -0.4061 -0.4477 3.3166
O -0.7899 0.2013 4.2699
N 0.2468 0.0751 2.2554
C 0.7155 1.4591 2.1682
C 1.6967 1.7490 3.3064
C -0.4859 2.4058 2.2337
C 1.4310 1.6371 0.8111
O 2.5590 0.8231 0.6484
C 2.0448 0.0869 -2.5034
C 2.4576 0.8910 -3.5520
H 1.2297 2.4707 -6.2791
H 2.7278 2.8189 -5.4002
H 2.6312 1.4175 -6.4600
H -0.3535 0.8543 -5.4218
H -1.0943 -0.5824 -3.5378
H -1.1355 -0.1507 0.0250
H -2.4258 -2.2093 -1.5773
H -3.3361 -0.9131 -0.7616
H -1.4885 -2.8682 0.6603
H -3.2050 -3.1992 0.4630
H -3.8765 -1.4933 1.9231
H -2.4087 -0.5532 1.7065
H -2.6650 -1.6845 3.9618
H -2.4214 -3.2338 3.1424
H -0.1688 -2.3667 2.3373
H -0.3182 -2.4209 4.1021
H 0.6020 -0.5670 1.5576
H 2.0014 2.7915 3.2815
H 2.5792 1.1233 3.1970
H 1.2211 1.5399 4.2600
H -0.1546 3.4389 2.1798
H -1.1706 2.2160 1.4080
H -1.0120 2.2505 3.1712
H 0.7115 1.4704 -0.0078
H 1.7923 2.6665 0.7441
H 2.2635 -0.0939 0.5302
H 2.7063 -0.1316 -1.6812
H 3.4566 1.3004 -3.5459

***

[2]
A molecular structure, C17H28N2OsSi in a non-equilibrium geometry, computed with wB97M-V/def2-TZVPD.

Computed properties:
Total charge: +2
Frontier orbital gap (alpha / beta) (eV): 8.61 / 5.96
E_LUMO (alpha / beta) (eV): -7.25 / -10.04
2S+1: 5

Atoms and positions in Å:
C -0.2363 1.4012 1.4109
C -0.2327 -1.3001 1.5083
H 0.7268 1.8077 1.7043
H -0.7329 1.0406 2.3066
H -0.8275 2.2209 1.0155
H 0.0329 -2.2962 1.1623
H 0.4115 -1.0797 2.3571
H -1.2601 -1.3399 1.8597
C 0.4797 2.6487 -1.5797
C 0.8428 3.4261 -2.6855
C 1.0801 2.8444 -3.9152
C 0.9455 1.4685 -4.0238
H 0.3068 3.0796 -0.6013
H 0.9430 4.5196 -2.5418
H 1.3729 3.4333 -4.7991
H 1.1315 0.9283 -4.9565
N 0.3637 1.3000 -1.6919
C 0.5759 0.7036 -2.9005
C 0.4459 -0.7515 -2.9163
N 0.1785 -1.3255 -1.7120
C 0.0530 -2.6821 -1.6312
C 0.4754 -2.9164 -4.0024
C 0.2042 -3.4781 -2.7753
H -0.1597 -3.1058 -0.6630
H 0.0987 -4.5767 -2.6579
C 0.5960 -1.5359 -4.0760
H 0.8083 -1.0087 -5.0110
H 0.5979 -3.5208 -4.9168
Os 0.1165 0.0063 0.0041
C -1.9837 0.0304 -0.1799
H -2.4004 -0.9777 -0.2965
H -2.3027 0.5875 -1.0696
H -2.5103 0.4856 0.6713
C 2.1677 0.6846 3.5712
Si 2.9756 -0.0767 2.0396
C 4.5777 0.8922 1.9394
C 3.3904 -1.8303 2.4880
C 2.1306 -0.0434 0.2918
H 2.8312 0.5402 4.4424
H 1.1972 0.2506 3.8439
H 2.0257 1.7716 3.4747
H 5.1267 0.8512 2.8935
H 5.2434 0.4941 1.1584
H 4.3831 1.9532 1.7148
H 2.4817 -2.4376 2.5979
H 4.0133 -2.2911 1.7085
H 3.9504 -1.8764 3.4361
H 3.2779 0.1423 -0.0919
H 2.1365 -0.4363 -0.7942

***

[3]
A molecular structure, C17H28N4O4ReS6SbSe in a non-equilibrium geometry, computed with wB97M-V/def2-TZVPD.

Computed properties:
Total charge: +2
Frontier orbital gap (alpha / beta) (eV): 6.19 / 6.15
Relative energy (zero: lowest compared OMol25 entry of this formula, charge and spin) (kcal per mole): 24.5
E_LUMO (alpha / beta) (eV): -8.06 / -7.98

Atoms and positions in Å:
Re 0.6545 0.0618 -0.5635
O 2.5312 -2.1257 1.9966
S 1.6700 -1.5385 1.0573
O 0.3300 -2.1046 0.7907
O 2.2185 -1.3076 -0.3793
O 1.2498 -0.0309 1.3510
S 1.8127 1.2292 -1.9785
Sb -0.0225 2.8871 -2.6204
S -0.9488 1.6398 -0.0804
S -0.8022 -0.9562 -2.0109
S -1.1048 1.8284 -4.1420
C -1.9987 -5.1014 0.4405
N -1.1240 -4.1972 -0.2994
C -1.3215 -3.8099 -1.5291
N -2.3938 -4.1404 -2.2263
S -0.0438 -2.8788 -2.3338
H -1.4124 -5.5768 1.2209
H -2.3794 -5.8762 -0.2231
H -2.8278 -4.5573 0.8937
H -0.3636 -3.7283 0.1929
H -3.1661 -4.6499 -1.8243
H -2.4406 -3.8975 -3.2031
C -3.1730 2.8633 4.8773
C -4.2098 2.1162 4.0425
C -4.7328 2.9004 2.8387
C -3.7674 3.0085 1.6597
N -2.7589 4.0676 1.8266
C -1.4318 3.9247 1.9384
Se -0.4794 2.2949 2.0344
N -0.8515 5.1252 2.0448
C 0.5734 5.4306 2.2370
C 0.9070 5.6636 3.7047
C 0.8453 4.4065 4.5649
C 1.0691 4.7124 6.0409
C -1.8438 6.0955 1.9766
C -1.7705 7.4876 2.0229
C -2.9625 8.1638 1.9001
C -4.1869 7.4859 1.7281
C -4.2571 6.1121 1.6811
C -3.0497 5.4269 1.8215
H -2.9408 2.3136 5.7883
H -3.5431 3.8472 5.1713
H -2.2314 3.0025 4.3426
H -5.0623 1.8831 4.6816
H -3.8018 1.1592 3.7043
H -5.0289 3.8998 3.1658
H -5.6327 2.4176 2.4532
H -4.3047 3.2343 0.7379
H -3.2307 2.0729 1.5139
H 0.7861 6.3158 1.6392
H 1.1445 4.5969 1.8287
H 0.2287 6.4188 4.1123
H 1.9144 6.0842 3.7413
H 1.5976 3.6929 4.2156
H -0.1361 3.9257 4.4513
H 2.0524 5.1556 6.1997
H 1.0109 3.8084 6.6445
H 0.3217 5.4146 6.4124
H -0.8339 8.0121 2.1444
H -2.9620 9.2439 1.9315
H -5.0948 8.0641 1.6310
H -5.1967 5.5996 1.5363

***

[4]
4 unconnected molecules or ions with the total composition C17H28O13S, computed with wB97M-V/def2-TZVPD.

Computed properties:
Total charge: 0
Frontier orbital gap (eV): 10.98
SMILES string: CC(C)CC[C@@H]1OS(=O)(=O)O[C@@H]1C.O=C1OCCO1.O=C1OCCO1.O=C1OCCO1
E_LUMO (eV): 0.26

Atoms and positions in Å:
C 3.3930 -2.2765 1.1972
C 2.9065 -0.8666 0.8569
C 4.0787 0.0295 0.4596
C 1.8887 -0.9257 -0.2928
C 0.5362 -1.5456 0.1297
C -0.6424 -0.6528 -0.2232
O -0.7865 0.4039 0.7619
S -2.1505 0.2738 1.5357
O -2.6988 1.5740 1.6964
O -2.0400 -0.5943 2.6558
O -2.9347 -0.4718 0.3756
C -2.0276 -1.3508 -0.3375
C -2.1394 -2.7489 0.2468
H 3.8112 -2.3071 2.2032
H 2.5894 -3.0141 1.1648
H 4.1673 -2.6002 0.5008
H 2.4185 -0.4412 1.7373
H 4.7663 0.1897 1.2854
H 4.6201 -0.4081 -0.3808
H 3.6924 1.0000 0.1517
H 2.3400 -1.5553 -1.0625
H 1.7364 0.0716 -0.7002
H 0.5305 -1.7152 1.2065
H 0.4204 -2.5046 -0.3725
H -0.4192 -0.1422 -1.1532
H -2.2716 -1.3756 -1.3954
H -1.7305 -3.4698 -0.4622
H -3.1891 -2.9857 0.3906
H -1.5856 -2.8529 1.1747
O 4.8934 2.6583 2.3328
C 4.3174 3.6191 1.9461
O 4.2524 4.8016 2.6027
C 3.6612 5.7733 1.7348
C 2.8717 4.9054 0.7729
O 3.6214 3.6866 0.7847
H 3.0457 6.4590 2.3102
H 4.4578 6.3289 1.2373
H 1.8614 4.6985 1.1294
H 2.8251 5.3029 -0.2370
O -8.7550 2.4265 -0.6367
C -7.9096 2.1591 0.1511
O -7.2171 3.0667 0.8793
C -6.4575 2.3693 1.8741
C -6.3238 0.9905 1.2615
O -7.5004 0.9027 0.4485
H -5.5038 2.8635 2.0361
H -7.0275 2.3599 2.8048
H -5.4435 0.9066 0.6227
H -6.3149 0.1885 1.9946
O 0.3934 -0.9520 -3.1249
C 0.8117 -2.0005 -3.4944
O 0.1350 -3.1692 -3.4034
C 0.8574 -4.1682 -4.1354
C 2.2666 -3.6054 -4.1320
O 2.0276 -2.1954 -4.0427
H 0.7688 -5.1297 -3.6381
H 0.4365 -4.2367 -5.1392
H 2.8393 -3.9176 -3.2573
H 2.8297 -3.8297 -5.0330

***

[5]
2 unconnected molecules or ions with the total composition C17H29BF2IN2O10 in a non-equilibrium geometry, computed with wB97M-V/def2-TZVPD.

Computed properties:
Total charge: -1
Frontier orbital gap (eV): 1.50
Relative energy (zero: lowest compared OMol25 entry of this formula, charge and spin) (kcal per mole): 0.0
E_LUMO (eV): 0.65

Atoms and positions in Å:
C -3.0139 0.7025 -1.5615
C -2.9644 1.7361 -0.4499
O -4.1675 1.8126 0.3229
C -1.7731 1.5687 0.4882
O -1.4755 0.1883 0.6744
C -0.1956 -0.3303 0.5362
C 0.3478 -0.2695 -0.9135
C 0.6135 1.0575 -1.6212
O -0.2064 1.6750 -2.1581
I 2.6525 1.8250 -1.8041
C -0.4956 -1.8267 0.8260
B -1.7505 -2.3934 0.0010
O -1.5334 -3.0328 -1.2018
O -3.0085 -2.2828 0.4697
C 0.7061 -2.7291 0.7996
F 0.3104 -4.0394 1.0635
C 1.5618 -2.3266 1.9752
N 1.9327 -0.8846 1.8887
C 3.0335 -0.7555 0.8698
C 4.3316 -0.3475 1.5471
F 5.2262 0.0339 0.5819
C 0.7915 0.0962 1.7173
C 1.4111 1.5204 1.5716
C 1.0757 2.4152 2.7659
C 1.3693 3.8522 2.5215
O -0.0267 3.1926 2.6256
O 0.0041 0.1288 2.8533
N 0.5975 -0.6722 4.0168
O 0.0024 -0.3700 5.0190
H -2.4364 -0.1887 -1.3742
H -4.0446 0.3861 -1.6887
H -2.7185 1.0854 -2.5292
H -2.8269 2.7158 -0.9101
H -4.8192 2.2412 -0.2321
H -2.0502 1.9900 1.4486
H -0.9660 2.1806 0.1090
H 1.2301 -0.8782 -1.0623
H -0.4012 -0.7191 -1.5618
H -0.8198 -1.8535 1.8664
H -1.3384 -3.9680 -1.1337
H -3.0194 -1.6895 1.2282
H 1.2467 -2.7390 -0.1421
H 2.4542 -2.9320 2.0958
H 0.9623 -2.5124 2.8532
H 2.3954 -0.6777 2.8002
H 2.8175 -0.0321 0.0977
H 3.2148 -1.7041 0.3834
H 4.7467 -1.2111 2.0680
H 4.1829 0.4232 2.3005
H 2.4958 1.5264 1.6022
H 1.0052 2.0845 0.7463
H 1.3093 2.0412 3.7575
H 1.2867 4.2261 1.5137
H 1.2257 4.5770 3.3037
O -2.7986 0.1207 -4.5500
C -1.7591 -0.6391 -4.6607
C -0.8648 -0.3373 -6.0981
O 0.1652 -1.1135 -6.1722
H -1.9417 -1.7348 -4.7193
H -0.9646 -0.5159 -3.8769
H -0.6736 0.7570 -6.0121
H -1.6520 -0.4538 -6.8758

***

[6]
A molecular structure, C17H29BF4N6NaO4, computed with wB97M-V/def2-TZVPD.

Computed properties:
Total charge: -1
Frontier orbital gap (eV): 7.23
Relative energy (zero: lowest compared OMol25 entry of this formula, charge and spin) (kcal per mole): 0.0
E_LUMO (eV): 2.02

Atoms and positions in Å:
Na -0.5170 -0.7136 -0.4188
C 1.1705 -3.7950 -1.1043
C -0.2909 -4.0505 -0.8117
O -0.7510 -3.1708 0.1937
C -0.4364 -3.5816 1.5059
C -1.0751 -2.5940 2.4629
O -0.7724 -1.2412 2.1766
C 0.3574 -0.6881 2.8158
C 1.6796 -1.1959 2.2655
O 1.6091 -1.1811 0.8575
C 2.7835 -1.6566 0.2380
C 2.5230 -1.8260 -1.2524
O 1.2838 -2.4528 -1.5296
H 1.5319 -4.4781 -1.8851
H 1.7698 -3.9758 -0.2071
H -0.4719 -5.0923 -0.5260
H -0.8880 -3.8374 -1.6997
H 0.6497 -3.6306 1.6433
H -0.8662 -4.5726 1.6953
H -0.7859 -2.8433 3.4929
H -2.1587 -2.6850 2.3814
H 0.3234 -0.8863 3.8967
H 0.2683 0.3827 2.6408
H 1.9075 -2.2148 2.6095
H 2.4876 -0.5414 2.6235
H 3.0870 -2.5984 0.7173
H 3.6093 -0.9443 0.3701
H 3.3541 -2.3934 -1.6942
H 2.4694 -0.8599 -1.7450
F 1.1698 2.5402 -2.7679
B 0.8636 1.1771 -2.8956
F 1.9782 0.4788 -3.3750
F -0.2397 0.9965 -3.7248
F 0.5397 0.6598 -1.5872
C -1.9950 3.5695 -2.0740
C -2.7723 2.6030 -1.1965
N -2.0526 2.3113 0.0421
C -0.7869 2.7770 0.3331
N -0.0843 2.0977 1.1794
C 1.2527 2.5693 1.4794
C 1.8545 3.4099 0.3641
C 0.8786 4.5176 0.0187
N -0.4215 3.9475 -0.2698
C -1.3156 4.6054 -1.1989
H -2.6747 4.0485 -2.7821
H -1.2313 3.0425 -2.6414
H -2.9544 1.6651 -1.7226
H -3.7476 3.0310 -0.9393
H -2.1129 1.3481 0.3369
H 1.8914 1.6950 1.6542
H 1.2631 3.1416 2.4208
H 2.0027 2.7920 -0.5218
H 2.8158 3.8348 0.6645
H 1.2075 5.0675 -0.8658
H 0.8137 5.2375 0.8488
H -0.7144 5.2856 -1.8050
H -2.0612 5.2140 -0.6651
N -2.7877 -0.7653 -0.4518
C -3.3517 -1.7481 -0.1730
N -4.1240 -2.7626 0.0908
C -3.6359 -3.9787 0.1906
N -3.3191 -5.0907 0.3213

***

[7]
A gas-phase ion, C17H29BrNO2 (charge +1) in a non-equilibrium geometry, computed with wB97M-V/def2-TZVPD.

Computed properties:
Total charge: +1
Frontier orbital gap (eV): 7.99
SMILES string: CC(C)C[NH+](CC(C)C)C[C@@H](O)COc1ccccc1Br
Relative energy (zero: lowest compared OMol25 entry of this formula, charge and spin) (kcal per mole): 401.7
E_LUMO (eV): -2.50

Atoms and positions in Å:
C 4.5143 2.2243 -0.4823
C 3.5574 1.5495 -1.8238
C 4.1744 1.7154 -2.9779
C 3.0468 0.4703 -1.4211
N 2.3506 0.1203 -0.2302
C 2.4751 -1.2241 0.2698
C 3.3371 -1.7096 1.4294
C 4.7104 -1.4222 1.1518
C 3.0586 -3.3411 1.8648
C 1.1352 0.7277 0.0073
C 0.8268 0.7355 1.5087
O 1.7394 1.6838 2.0839
C -0.6741 1.4669 1.7114
O -1.4759 0.4243 0.8915
C -2.8599 0.7529 0.8285
C -3.5696 1.7331 1.2930
C -4.9532 1.7524 1.0118
C -5.4029 1.0088 -0.3557
C -4.5006 -0.0986 -0.7036
C -3.2559 -0.3778 -0.3020
Br -2.0257 -1.2749 -1.1105
H 4.9615 3.2167 -0.8107
H 5.5005 1.6773 -0.5158
H 4.0284 2.2459 0.3778
H 2.6911 2.3302 -1.7232
H 4.4123 2.7023 -3.0865
H 3.5561 1.4657 -3.9442
H 5.0831 1.2288 -3.1252
H 4.0282 -0.2595 -1.5917
H 2.2835 0.0148 -2.1717
H 3.0451 0.3257 0.4741
H 1.4369 -1.7057 0.3060
H 2.7290 -1.9907 -0.3737
H 3.2331 -1.2430 2.2906
H 5.1842 -2.2470 0.3670
H 5.3103 -1.7707 2.1356
H 4.9583 -0.5544 0.8597
H 3.6255 -3.3894 2.6191
H 3.5059 -3.9475 1.0158
H 2.1518 -3.4622 2.1617
H 1.1105 1.5790 -0.6852
H 0.2978 -0.0464 -0.3579
H 0.8190 -0.1124 2.0134
H 1.6199 2.7702 1.8679
H -0.7299 2.4265 1.1013
H -0.9213 1.4168 2.6322
H -3.2112 2.2660 1.8615
H -5.5151 2.5617 1.2325
H -6.3993 0.8696 -0.3427
H -5.0457 -0.8302 -1.3342

***

[8]
A molecular structure, C17H29ClCrO4PTe, computed with wB97M-V/def2-TZVPD.

Computed properties:
Total charge: +1
Frontier orbital gap (alpha / beta) (eV): 8.37 / 8.76
Relative energy (zero: lowest compared OMol25 entry of this formula, charge and spin) (kcal per mole): 0.0
E_LUMO (alpha / beta) (eV): -3.64 / -3.26
2S+1: 5

Atoms and positions in Å:
Cr -1.5082 0.6059 -0.7797
O -4.7218 0.4326 -2.9323
Cl -3.6000 0.8461 -2.2155
O -2.3508 0.1853 -2.6991
O -3.3687 2.2501 -2.2006
O -3.6372 0.3830 -0.8055
C -0.3059 -0.1319 3.0216
Te -1.7034 1.1050 1.9544
C -3.1488 -0.3947 2.4600
C -2.5039 -1.2510 3.5170
C -3.2663 -2.1793 4.2204
C -2.6765 -2.9795 5.1830
C -1.3187 -2.8534 5.4538
C -0.5570 -1.9299 4.7603
C -1.1436 -1.1267 3.7862
H 0.2741 0.5062 3.6845
H 0.3695 -0.6295 2.3244
H -3.4142 -0.9622 1.5700
H -4.0430 0.1037 2.8293
H -4.3258 -2.2700 4.0137
H -3.2757 -3.6957 5.7284
H -0.8571 -3.4710 6.2122
H 0.4992 -1.8241 4.9775
C 0.1837 2.5907 -3.4221
C 0.8274 1.2040 -3.3267
C 2.1703 1.1504 -4.0502
P 0.8934 0.6628 -1.5627
C 1.5897 -1.0411 -1.5401
C 0.8145 -1.9375 -2.5070
C 1.5331 -1.5935 -0.1138
C 2.1018 1.7975 -0.7302
C 3.5465 1.2918 -0.7638
C 1.6660 2.1555 0.6913
H 0.0355 2.8497 -4.4706
H 0.8164 3.3648 -2.9846
H -0.7965 2.6275 -2.9337
H 0.1392 0.4911 -3.7893
H 2.8628 1.8927 -3.6500
H 2.0228 1.3794 -5.1060
H 2.6403 0.1676 -3.9864
H 2.6312 -0.9828 -1.8597
H -0.2567 -1.9314 -2.2818
H 1.1656 -2.9658 -2.4116
H 0.9452 -1.6394 -3.5458
H 0.4940 -1.7078 0.2106
H 2.0534 -0.9525 0.5993
H 1.9980 -2.5796 -0.0714
H 2.0436 2.7029 -1.3411
H 3.6769 0.4137 -0.1310
H 4.2104 2.0690 -0.3834
H 3.8742 1.0386 -1.7696
H 1.6536 1.2739 1.3414
H 0.6776 2.6191 0.7048
H 2.3700 2.8696 1.1212